[1]
DFT (ωB97M-V/def2-TZVPD) results for 7 unconnected molecules or ions with the total composition H14O7 at a distorted geometry.

The SMILES is O.O.O.O.O.O.O. The largest force on an atom is 4.62 eV/Å. The calculation puts the total energy at -14557.9634 eV.

```
21
Properties=species:S:1:pos:R:3:forces:R:3:mulliken_charge:R:1
H -1.6130 1.1740 0.8265 0.162 -0.166 -0.616 0.31
H -0.4245 0.4253 -0.0488 -1.861 0.921 2.335 0.30
H -5.0493 0.3419 -1.8350 -0.011 0.193 -0.457 0.32
H -6.4897 1.0549 -1.7413 1.664 -1.203 0.616 0.33
H 3.7953 -1.9556 0.8568 -0.011 -0.170 -0.302 0.30
H 3.5298 -0.8251 -0.1509 0.716 -1.519 -0.126 0.36
H 4.0870 1.0773 -1.7274 0.414 0.269 -0.431 0.29
H 2.8739 0.8105 -0.9286 -3.361 1.289 0.399 0.28
H -2.5737 -2.4063 2.5294 -2.690 -0.888 2.926 0.27
H -1.2180 -2.5101 2.0961 -1.063 0.840 -1.094 0.31
H 0.3154 -1.0958 -0.6821 -0.694 1.463 0.231 0.21
H 0.4178 -2.1638 -1.7698 0.130 0.207 0.656 0.30
H 0.5189 3.0827 0.5965 -0.417 -0.074 0.081 0.32
H 1.1836 3.9797 1.5964 -0.967 3.040 3.136 0.27
O -0.8969 0.5290 0.8547 1.649 -0.403 -1.735 -0.59
O -5.8170 0.4674 -1.2805 -1.655 1.011 -0.157 -0.65
O 3.7687 -1.7828 -0.0946 -0.297 0.474 0.874 -0.62
O 3.7312 0.5364 -1.0329 2.703 -0.332 -0.373 -0.62
O -2.1033 -2.1460 1.8040 3.674 -0.016 -1.844 -0.57
O 0.6154 -1.9603 -0.8373 0.516 -1.922 -0.909 -0.55
O 1.3484 3.3667 0.9686 1.400 -3.015 -3.212 -0.58
```
Positions in Å, forces in eV/Å.

***

[2]
DFT (ωB97M-V/def2-TZVPD) results for 7 unconnected molecules or ions with the total composition H14O7 at a distorted geometry.

The SMILES is O.O.O.O.O.O.O. The largest force on an atom is 5.99 eV/Å. The calculation puts the total energy at -14558.8527 eV.

```
21
Properties=species:S:1:pos:R:3:forces:R:3:mulliken_charge:R:1
H 0.6098 0.2074 -1.4495 2.635 2.238 0.932 0.46
H 1.6139 1.5799 -0.8636 -1.076 -3.647 -0.946 0.39
H -0.0201 -1.1035 2.0222 -1.292 -0.595 -0.813 0.35
H -1.2665 -0.9554 2.9794 0.667 -1.856 -4.497 0.37
H 0.4804 -1.7862 -0.0854 -2.597 -0.684 -1.557 0.45
H -1.2275 -1.7570 -0.1161 3.018 -1.012 -1.590 0.33
H -0.7799 0.1160 -3.1467 -0.737 0.152 4.528 0.34
H -0.6685 -0.8486 -1.7682 -0.672 0.946 -0.054 0.47
H -1.5001 0.3058 0.8142 0.127 -0.796 0.470 0.32
H -1.6533 0.8111 -0.6738 0.204 0.415 1.761 0.42
H 1.8519 -0.4082 0.2515 -0.088 0.365 -0.553 0.41
H 2.3004 -1.4551 1.3329 2.005 -0.911 1.129 0.26
H 0.7068 2.6817 1.1970 -0.138 0.542 -1.787 0.30
H -0.2864 2.4523 0.0839 -0.327 -0.316 -0.044 0.44
O 1.5767 0.5343 -1.1296 -1.073 1.989 0.287 -0.88
O -0.9954 -1.3499 1.9519 0.425 2.578 5.393 -0.72
O -0.3857 -1.9976 -0.7102 -0.547 1.148 2.903 -0.77
O -0.9271 0.1224 -2.0515 1.105 -1.621 -5.032 -0.85
O -1.5689 1.0970 0.2943 -0.568 0.602 -1.880 -0.71
O 1.5864 -1.1556 0.8366 -1.778 0.645 -0.522 -0.64
O 0.5530 2.9093 0.2308 0.707 -0.181 1.872 -0.73
```
Positions in Å, forces in eV/Å.

***

[3]
DFT (ωB97M-V/def2-TZVPD) results for 7 unconnected molecules or ions with the total composition H14O7.

The SMILES is O.O.O.O.O.O.O. The largest force on an atom is 0.88 eV/Å. The calculation puts the total energy at -14559.6629 eV.

```
21
Properties=species:S:1:pos:R:3:forces:R:3:mulliken_charge:R:1
O 1.8162 2.2605 -0.1691 0.051 0.061 0.070 -0.60
H 2.1907 2.8411 -0.8395 -0.033 -0.045 0.026 0.29
H 2.5484 2.0761 0.4296 -0.058 -0.035 -0.046 0.28
O 1.7499 -1.5746 -2.2639 -0.258 0.200 0.179 -0.66
H 1.1081 -1.0909 -1.6983 0.544 -0.335 -0.296 0.44
H 1.9143 -2.4013 -1.8019 -0.037 0.007 -0.062 0.28
O -2.3734 -0.9946 -0.9494 0.467 -0.038 -0.169 -0.67
H -2.6329 -1.1504 -0.0318 -0.013 0.242 -0.229 0.35
H -1.4342 -0.7132 -0.9347 -0.811 -0.234 0.262 0.44
O -2.9341 -1.1343 1.9442 -0.009 -0.074 0.161 -0.65
H -2.0528 -1.5130 1.9801 0.115 0.031 0.099 0.29
H -3.3144 -1.3223 2.8091 -0.069 0.039 -0.103 0.31
O 0.7352 -0.8885 2.6589 -0.033 -0.243 -0.176 -0.64
H 0.4670 -1.8088 2.5496 0.082 0.017 0.141 0.33
H 1.5132 -0.9342 3.2271 -0.048 0.066 -0.060 0.30
O -0.5242 2.9856 -2.3693 0.060 0.012 0.037 -0.62
H 0.3240 3.4297 -2.4578 -0.062 -0.002 -0.053 0.30
H -0.3103 2.1101 -2.0304 -0.069 0.015 -0.081 0.31
O 0.2802 -0.2481 -0.3429 -0.069 0.209 0.300 -0.67
H 0.5178 -0.6346 0.5124 0.022 0.208 0.007 0.30
H 0.4113 0.7057 -0.2218 0.229 -0.101 -0.007 0.30
```
Positions in Å, forces in eV/Å.

***

[4]
DFT (ωB97M-V/def2-TZVPD) results for a molecular structure, H14O7Pd.

The largest force on an atom is 0.90 eV/Å. Its spin multiplicity is 3. As for the net charge: +2. The calculation puts the total energy at -18022.8472 eV.

```
22
Properties=species:S:1:pos:R:3:forces:R:3:mulliken_charge:R:1
Pd 0.0074 0.0152 -0.0036 0.011 0.548 -0.717 0.77
O 1.8039 -1.2416 -0.4332 0.080 -0.161 0.150 -0.42
H 2.4020 -1.1021 -1.1808 -0.098 0.048 0.078 0.30
H 2.1672 -1.9584 0.1042 0.004 0.152 -0.003 0.28
O 0.9941 1.8494 1.1090 -0.114 -0.007 -0.015 -0.40
H 0.5649 2.5019 1.6786 -0.013 -0.056 -0.089 0.30
H 1.8402 2.2367 0.8506 0.025 -0.128 0.154 0.28
O 0.8290 1.2773 -1.7902 -0.066 -0.096 -0.057 -0.41
H 0.2530 1.3391 -2.5632 0.143 0.006 -0.035 0.30
H 1.3434 2.0982 -1.8002 -0.064 -0.087 0.176 0.29
O -1.7706 1.4292 -0.1789 -0.028 0.030 0.142 -0.43
H -2.4639 1.5209 0.4914 0.094 -0.131 -0.052 0.31
H -2.1848 1.6755 -1.0165 0.048 -0.006 0.062 0.30
O -0.7459 -1.2551 -1.7951 -0.194 -0.147 -0.041 -0.38
H -0.6143 -2.2099 -1.8992 0.162 0.150 0.050 0.31
H -1.0047 -0.9356 -2.6701 -0.065 -0.051 0.096 0.27
O -1.6695 -1.3746 0.9035 -0.121 -0.185 -0.234 -0.41
H -2.1943 -1.5833 1.6887 0.288 0.071 0.081 0.28
H -2.0061 -1.9462 0.2007 -0.136 0.098 0.119 0.30
O 0.7300 -0.7313 2.3851 0.014 -0.030 0.213 -0.41
H 1.2464 -1.4384 2.7940 -0.085 0.019 -0.047 0.27
H 0.4726 -0.1668 3.1252 0.113 -0.037 -0.032 0.29
```
Positions in Å, forces in eV/Å.

***

[5]
DFT (ωB97M-V/def2-TZVPD) results for a molecular structure, H14O9V at a distorted geometry.

The largest force on an atom is 3.56 eV/Å. Its spin multiplicity is 2. As for the net charge: +2. The calculation puts the total energy at -44322.4176 eV.

```
24
Properties=species:S:1:pos:R:3:forces:R:3:mulliken_charge:R:1
O 8.0427 -16.1091 3.0626 -0.085 -0.201 0.270 -0.41
V 9.0550 -16.3831 4.2637 0.805 2.221 2.104 1.23
O 9.0240 -14.9923 5.1334 -0.184 -2.777 -2.225 -0.28
O 10.9373 -16.0060 2.8001 -1.204 -0.630 1.025 -0.35
H 11.4620 -15.2298 2.6042 0.009 0.752 0.042 0.28
H 11.5040 -16.7427 2.5712 0.200 -0.359 -0.215 0.32
O 6.3760 -17.9591 1.1319 0.531 -0.660 0.060 -0.34
H 6.3438 -17.2240 0.5197 -0.222 0.597 -0.879 0.42
H 6.4467 -17.5501 1.9944 -0.285 0.217 0.850 0.31
O 9.8097 -17.4934 0.2266 0.093 0.312 0.149 -0.51
H 9.0835 -17.3264 0.8274 -0.358 0.147 0.159 0.29
H 10.0683 -18.3970 0.4081 0.124 -0.550 -0.272 0.34
O 9.2981 -18.6334 3.7823 -0.064 0.882 0.031 -0.35
H 8.8167 -19.3303 4.2282 -0.519 -0.304 0.327 0.30
H 10.0821 -19.0637 3.4410 0.473 -0.126 -0.225 0.28
O 4.8494 -16.7287 3.7375 0.916 -0.539 0.002 -0.60
H 5.4764 -16.0804 3.4167 0.002 0.569 -0.044 0.32
H 4.0245 -16.2488 3.8113 -0.539 0.083 0.069 0.33
O 7.4267 -17.5020 5.7067 1.304 0.248 -1.290 -0.42
H 6.5943 -17.5577 5.2373 -0.822 0.009 -0.393 0.33
H 7.1788 -17.4561 6.6302 0.183 0.298 0.659 0.30
O 10.6870 -17.0223 5.7470 -0.822 -0.213 -0.571 -0.47
H 11.6265 -16.9560 5.9179 0.535 0.454 -0.032 0.32
H 10.4201 -17.8314 6.1833 -0.069 -0.427 0.400 0.35
```
Positions in Å, forces in eV/Å.

***

[6]
DFT (ωB97M-V/def2-TZVPD) results for a single H14Si6 molecule at a distorted geometry.

The SMILES is [SiH3][SiH2][SiH2][SiH]([SiH3])[SiH3]. The largest force on an atom is 4.88 eV/Å. The calculation puts the total energy at -47488.5892 eV.

```
20
Properties=species:S:1:pos:R:3:forces:R:3:mulliken_charge:R:1
Si -2.9855 -0.5193 0.9111 -1.649 4.432 -1.209 0.39
Si 3.3785 0.9529 -0.0602 0.316 0.471 -1.897 0.32
Si 1.0986 -1.8938 0.9373 -0.718 -1.186 -2.424 0.35
Si -2.3623 0.0264 -1.2414 1.170 -0.259 -0.599 0.26
Si -0.3257 1.2543 -1.2282 -1.207 -0.567 1.576 0.37
Si 1.1907 0.4063 0.3385 -0.372 -1.137 -0.206 0.00
H -2.1228 0.1997 1.8011 0.711 0.928 0.484 -0.14
H -4.3192 0.2714 1.0500 0.635 -1.237 0.182 -0.09
H -2.6641 -1.7216 1.3798 -0.010 -3.840 0.910 -0.14
H 3.5093 1.4022 -1.5247 -0.158 -0.432 0.692 -0.11
H 3.3976 2.2535 0.5943 0.620 0.258 0.604 -0.10
H 4.4878 -0.0384 0.0929 -0.312 0.288 0.459 -0.11
H -0.0608 -2.3247 1.7461 0.355 0.245 0.723 -0.14
H 2.4913 -2.3499 1.2113 -0.331 0.043 0.523 -0.14
H 0.6831 -2.8715 -0.2809 0.629 1.265 0.890 -0.08
H -3.2815 0.7814 -2.0733 -0.611 0.508 0.072 -0.16
H -2.2111 -1.1748 -2.0681 0.197 -0.446 -0.052 -0.11
H 0.1207 1.7127 -2.4706 0.786 0.089 -1.727 -0.20
H -0.7762 2.5277 -0.6476 -0.033 0.256 0.395 -0.12
H 0.7515 1.1054 1.5328 -0.018 0.319 0.603 -0.07
```
Positions in Å, forces in eV/Å.

***

[7]
DFT (ωB97M-V/def2-TZVPD) results for 8 unconnected molecules or ions with the total composition H15O11S at a distorted geometry.

The largest force on an atom is 6.97 eV/Å. As for the net charge: -1. The calculation puts the total energy at -33601.3288 eV.

```
27
Properties=species:S:1:pos:R:3:forces:R:3:mulliken_charge:R:1
O 27.5590 8.1640 47.6790 0.326 -1.235 1.511 -0.25
H 27.5210 7.2080 47.9760 0.761 -0.256 -0.183 0.44
H 26.6380 8.0780 47.2880 -2.350 0.230 -1.716 0.28
H 27.3540 8.6090 48.5360 0.107 0.715 0.100 0.56
S 24.0410 7.1110 46.6630 -3.619 -4.186 0.823 1.06
O 23.4090 7.3850 47.9140 -0.728 1.697 3.244 -0.78
O 23.1760 7.5560 45.6030 -0.134 0.487 -2.012 -0.73
O 25.3180 7.8040 46.5840 4.585 2.751 -0.091 -0.67
O 24.2980 5.6530 46.6660 0.835 -0.212 -0.935 -0.78
O 28.6110 7.1340 50.2910 0.515 0.089 -0.299 -0.64
H 29.2200 6.6740 49.6810 -0.666 0.101 0.533 0.31
H 27.9950 6.4790 50.6330 0.110 -0.161 -0.232 0.30
O 26.0500 9.6280 49.5620 -2.481 -0.399 -1.740 -0.61
H 26.3990 10.1350 50.2760 -0.119 0.804 0.636 0.26
H 25.0830 9.8930 49.3030 2.805 -0.755 0.967 0.31
O 27.3510 5.3310 48.1770 -1.046 2.668 5.685 -0.60
H 27.3350 4.7940 47.4900 0.565 -3.418 -6.046 0.22
H 26.5390 4.9340 48.5780 0.343 1.275 0.168 0.32
O 29.2450 10.2220 48.8560 2.588 1.019 -0.222 -0.59
H 29.9760 10.6190 49.4290 -1.613 -0.852 -0.936 0.28
H 29.6880 10.2560 47.9620 -1.001 -0.160 1.187 0.31
O 25.8170 10.6060 46.0370 1.838 4.995 -2.374 -0.60
H 25.0290 11.1430 46.0530 -0.261 0.382 -0.229 0.30
H 25.5510 9.8800 46.4580 -1.665 -5.441 2.436 0.22
O 26.5500 6.8770 44.4270 -0.119 0.754 1.069 -0.71
H 25.8700 6.7070 43.7810 -0.356 -0.135 -0.205 0.32
H 26.0270 7.3030 45.2000 0.780 -0.755 -1.139 0.44
```
Positions in Å, forces in eV/Å.

***

[8]
DFT (ωB97M-V/def2-TZVPD) results for 9 unconnected molecules or ions with the total composition H16IO8 at a distorted geometry.

The largest force on an atom is 1.05 eV/Å. As for the net charge: -1. The calculation puts the total energy at -24744.7895 eV.

```
25
Properties=species:S:1:pos:R:3:forces:R:3:mulliken_charge:R:1
I -1.4818 -4.0875 11.2228 0.196 -0.238 0.107 -0.71
O -2.4008 -1.7677 14.0995 -0.243 0.297 0.342 -0.64
H -1.6100 -1.4154 13.6812 0.196 0.137 -0.297 0.39
H -2.4098 -2.6909 13.8500 0.041 -0.344 -0.143 0.31
O -2.9105 -1.0524 10.0091 -0.104 0.120 0.163 -0.67
H -3.0859 -1.7487 9.3522 0.021 0.034 0.380 0.40
H -3.0687 -1.4524 10.8820 0.122 0.014 -0.532 0.34
O 0.4227 -6.8255 9.8551 0.750 0.516 0.064 -0.61
H -0.3321 -6.2476 9.9987 -0.313 0.299 0.072 0.22
H 0.0828 -7.6893 9.6810 -0.420 -0.767 -0.133 0.30
O -2.7465 -7.2639 12.0828 -0.083 -0.278 0.901 -0.66
H -2.1973 -6.4727 12.0937 0.273 0.447 0.058 0.21
H -2.8884 -7.4037 11.1589 -0.243 -0.153 -0.922 0.35
O -4.6329 -4.7990 12.7400 1.007 -0.153 -0.248 -0.67
H -4.2578 -5.7011 12.6543 -0.313 0.520 0.060 0.42
H -3.8475 -4.2501 12.4975 -0.818 -0.467 0.151 0.23
O 1.1634 -5.8670 12.7936 0.673 0.433 0.581 -0.63
H 1.1317 -5.5306 11.8997 -0.093 0.175 -0.386 0.29
H 0.6831 -6.6806 12.7378 -0.445 -0.695 -0.074 0.32
O -0.0934 -1.0643 12.1529 -0.089 0.951 -0.200 -0.69
H 0.0090 -2.0066 12.2351 0.091 -0.812 -0.049 0.25
H -0.4887 -0.9611 11.2715 -0.046 -0.057 0.307 0.36
O -3.5284 -3.6529 8.5884 -0.913 0.168 -0.240 -0.66
H -2.8398 -3.8521 9.2337 0.386 -0.208 0.277 0.20
H -4.3463 -3.8105 9.0902 0.365 0.058 -0.238 0.36
```
Positions in Å, forces in eV/Å.

***

[9]
DFT (ωB97M-V/def2-TZVPD) results for 9 unconnected molecules or ions with the total composition H16NO11 at a distorted geometry.

The largest force on an atom is 11.69 eV/Å. As for the net charge: -1. The calculation puts the total energy at -24270.5524 eV.

```
28
Properties=species:S:1:pos:R:3:forces:R:3:mulliken_charge:R:1
N -15.9682 -17.1074 9.4600 1.042 -0.637 -3.210 1.23
O -16.2305 -15.9144 9.4345 -1.503 1.036 1.726 -0.68
O -14.9421 -17.4407 8.8547 1.984 -0.587 0.086 -0.89
O -16.7313 -18.0161 9.7739 -1.413 0.019 1.799 -0.84
O -17.9540 -13.4558 10.0365 -1.165 0.586 1.432 -0.61
H -17.4303 -14.1846 9.7944 0.969 -1.951 -0.111 0.39
H -17.7637 -12.8641 9.3459 0.202 1.497 -1.352 0.30
O -14.6139 -20.2930 8.9942 0.808 1.066 -2.034 -0.70
H -15.1962 -20.3695 9.7155 -0.841 -0.418 1.755 0.33
H -14.7903 -19.3553 8.7364 0.449 -0.787 0.102 0.40
O -18.8199 -17.8909 7.9923 0.741 -2.702 -2.042 -0.68
H -18.3250 -18.7036 7.6133 -1.620 1.793 0.401 0.35
H -18.1593 -17.7192 8.6412 0.534 0.823 1.463 0.32
O -18.6633 -16.0246 11.4375 1.522 -0.439 -3.250 -0.62
H -18.3128 -16.2993 12.2469 0.530 -0.558 2.343 0.27
H -17.8820 -16.3262 10.8384 -2.170 0.910 1.018 0.32
O -13.2273 -15.5155 10.3572 0.527 3.482 -0.031 -0.66
H -13.3745 -14.5524 10.0270 0.396 -2.503 0.967 0.35
H -13.7223 -15.9971 9.7200 -0.911 -0.964 -0.883 0.31
O -16.0904 -20.2815 11.4290 5.855 7.988 3.821 -0.65
H -16.5023 -19.5382 10.9870 0.197 1.128 0.038 0.41
H -16.5611 -20.8919 11.1314 -6.329 -9.138 -3.629 0.27
O -12.6109 -16.7473 7.2261 1.218 -0.115 0.703 -0.63
H -13.2884 -16.9737 7.8507 -1.730 -0.298 0.075 0.34
H -11.9014 -16.9298 7.8703 0.444 0.382 -0.828 0.36
O -15.1048 -14.8641 7.1781 2.702 -0.818 -0.351 -0.71
H -14.1223 -15.2241 7.0950 -3.219 0.861 0.430 0.36
H -15.5721 -15.3890 7.8632 0.781 0.344 -0.439 0.38
```
Positions in Å, forces in eV/Å.

***

[10]
DFT (ωB97M-V/def2-TZVPD) results for 7 unconnected molecules or ions with the total composition H16NO6 at a distorted geometry.

The largest force on an atom is 4.61 eV/Å. Its spin multiplicity is 2. The calculation puts the total energy at -14031.2056 eV.

```
23
Properties=species:S:1:pos:R:3:forces:R:3:mulliken_charge:R:1
N -0.4785 0.5383 -0.2840 0.455 -2.243 -0.203 -1.93
H -0.3009 1.5195 -0.3015 0.880 1.057 -0.491 0.67
H -0.4245 0.0749 -1.2131 -0.106 0.756 0.185 0.41
H 0.3052 0.0792 0.2903 -1.736 1.022 -0.780 0.68
H -1.4405 0.5248 0.0826 -0.025 -0.908 0.290 0.71
H -3.4967 -0.1821 -0.3475 0.243 1.259 1.377 0.28
H -3.5862 0.8477 0.9119 -1.720 0.394 1.490 0.32
O -3.0642 0.5201 0.2231 0.837 -1.666 -2.760 -0.71
H -0.3913 0.7793 3.1392 0.322 -0.259 -0.414 0.37
H 0.8056 0.0920 2.3789 -0.741 0.681 0.238 0.32
O -0.0751 0.5264 2.2525 0.157 -0.269 0.868 -0.75
H 2.4168 1.0689 0.8972 0.645 0.352 0.094 0.26
H 2.0816 1.7533 -0.5535 0.196 -0.636 1.000 0.40
O 1.8563 1.0589 0.1199 0.447 0.443 -1.088 -0.70
H -2.2763 -1.5549 -2.4603 0.177 -1.433 -0.150 0.36
H -1.5617 -2.8966 -2.6468 3.524 -1.176 -0.836 0.34
O -2.3680 -2.5419 -2.4486 -3.644 2.667 0.952 -0.79
H 3.0141 -0.2942 3.3269 0.692 -0.469 0.952 0.33
H 2.7230 1.3047 3.2427 0.039 -1.964 -0.412 0.39
O 2.6482 0.3994 2.8038 -0.506 2.356 -0.454 -0.87
H 1.1208 -1.0111 -3.8486 0.224 0.658 -2.221 0.33
H 1.6577 -1.3759 -2.5705 1.258 -0.308 1.225 0.39
O 0.8344 -1.2307 -2.9945 -1.619 -0.314 1.136 -0.82
```
Positions in Å, forces in eV/Å.